## w
9
Properties=species:S:1:pos:R:3 method="wB97M-V/def2-TZVPD" s_squared=0.750 e_lumo_ev="4.287 / 4.199" charge=-1 homo_lumo_gap_ev="3.47 / 11.34" multiplicity=2
O -2.32 -1.09 1.50
H -2.93 -0.35 1.45
H -1.46 -0.70 1.36
O 0.31 0.32 1.09
H 0.46 1.26 1.14
H 1.09 -0.04 0.67
O 1.66 0.53 -2.61
H 0.89 -0.04 -2.58
H 2.29 0.12 -2.03


## x
9
Properties=species:S:1:pos:R:3 method="wB97M-V/def2-TZVPD" s_squared=0.750 e_lumo_ev="4.356 / 4.305" charge=-1 homo_lumo_gap_ev="3.60 / 11.43" multiplicity=2
O 0.07 1.50 0.80
H 0.82 1.31 1.36
H 0.23 1.00 0.00
O 0.76 -0.52 -0.91
H 1.53 -0.58 -1.48
H 0.02 -0.64 -1.50
O -1.48 -0.88 0.61
H -0.69 -1.19 0.17
H -1.25 -0.01 0.95


x ends up most stable, edging out the next structure by 0.104 eV.


## w
18
Properties=species:S:1:pos:R:3 method="wB97M-V/def2-TZVPD" e_lumo_ev="-6.935 / -7.263" charge=+1 homo_lumo_gap_ev="6.16 / 5.47"
C 0.46 -1.24 -0.66
C 2.58 -0.28 -1.61
C -1.17 1.73 1.89
C -2.54 0.01 0.80
C 1.33 -1.13 -1.87
N -1.35 0.89 0.78
Cl 1.03 -1.80 0.72
H 2.78 -0.35 -0.57
H 3.51 -0.73 -2.05
H 2.51 0.65 -2.09
H -0.13 2.21 2.04
H -1.39 1.25 2.80
H -1.80 2.58 1.81
H -2.56 -0.70 -0.02
H -3.42 0.53 1.18
H -2.37 -0.69 1.63
H 0.87 -0.74 -2.81
H 1.65 -2.19 -1.97


## x
18
Properties=species:S:1:pos:R:3 method="wB97M-V/def2-TZVPD" e_lumo_ev=-3.574 charge=+1 homo_lumo_gap_ev=10.15
C 1.86 1.61 1.07
C 2.77 0.99 0.37
C -1.69 0.58 -1.31
C -1.58 0.24 0.14
C -1.06 -0.89 0.64
N -0.31 -1.95 -0.04
Cl 2.25 -0.44 -0.51
H 0.88 1.27 1.10
H 2.10 2.48 1.65
H -1.92 1.63 -1.45
H -2.56 0.03 -1.70
H -0.87 0.21 -1.94
H -1.94 0.99 0.79
H 3.80 1.30 0.27
H -1.35 -1.18 1.73
H -0.34 -2.94 0.48
H 0.71 -1.56 -0.40
H -0.75 -2.34 -0.90


x ends up most stable, edging out the next structure by 4.775 eV.


## w
19
Properties=species:S:1:pos:R:3 method="wB97M-V/def2-TZVPD" s_squared=0.751 e_lumo_ev="5.775 / 5.754" charge=-2 homo_lumo_gap_ev="2.04 / 6.43" multiplicity=2
C 1.65 -0.39 -0.92
N 0.69 -0.94 0.05
C -0.76 -0.54 -0.19
C -1.49 -0.45 1.15
S -3.30 -0.22 0.90
C 3.08 -0.51 -0.39
H 1.45 0.64 -1.24
H 1.55 -1.04 -1.80
H 0.88 -0.44 0.93
H -0.73 0.27 -0.92
H -1.20 -1.38 -0.74
H -1.35 -1.40 1.65
H -0.95 0.35 1.67
H 3.30 -1.58 -0.29
H 3.09 -0.14 0.65
H 3.84 -0.03 -1.02
H -3.25 1.97 -0.28
H -3.06 2.93 0.84
O -3.45 2.89 -0.03


## x
19
Properties=species:S:1:pos:R:3 method="wB97M-V/def2-TZVPD" s_squared=0.751 e_lumo_ev="5.774 / 5.740" charge=-2 homo_lumo_gap_ev="1.85 / 6.10" multiplicity=2
C -2.46 -0.11 1.30
N -1.07 0.43 1.53
C -0.21 0.20 0.29
C 1.10 1.03 0.34
S 1.71 1.64 -1.22
C 0.23 -1.28 0.35
H -2.70 -0.72 2.27
H -2.48 -0.81 0.46
H -3.27 0.59 1.05
H -0.90 1.30 1.95
H -0.72 0.29 -0.66
H 1.89 0.24 0.66
H 0.94 1.91 1.12
H -0.64 -1.88 0.12
H 0.86 -1.58 -0.56
H 0.31 -1.59 1.30
H 2.69 0.31 -2.76
H 2.15 0.36 -4.03
O 2.56 -0.32 -3.52


w ends up most stable, edging out the next structure by 1.573 eV.


## w
12
Properties=species:S:1:pos:R:3 method="wB97M-V/def2-TZVPD" e_lumo_ev=0.676 smiles=CSS.C homo_lumo_gap_ev=9.69
C 2.63 -0.34 -1.58
S 0.91 -0.15 -0.80
S 1.13 0.06 1.17
H 3.29 -0.32 -0.71
H 2.64 -1.40 -1.82
H 2.73 0.48 -2.27
H 1.45 1.38 1.32
C -2.95 0.07 0.91
H -3.36 -0.92 0.72
H -3.38 0.40 1.85
H -1.88 -0.04 1.07
H -3.21 0.77 0.13


## x
12
Properties=species:S:1:pos:R:3 method="wB97M-V/def2-TZVPD" e_lumo_ev=0.331 smiles=CC.SS homo_lumo_gap_ev=10.11
C -1.22 0.72 0.19
C -1.06 -0.78 0.01
H -1.39 1.22 -0.77
H -0.34 1.18 0.62
H -2.07 0.96 0.83
H -0.22 -1.00 -0.65
H -0.89 -1.27 0.98
H -1.94 -1.24 -0.43
S 2.64 0.59 -1.12
S 2.83 -0.60 0.56
H 1.92 1.57 -0.56
H 1.74 -1.35 0.35


x ends up most stable, edging out the next structure by 0.352 eV.


## w
41
Properties=species:S:1:pos:R:3 method="wB97M-V/def2-TZVPD" e_lumo_ev=2.580 charge=-1 homo_lumo_gap_ev=9.21
O -3.10 -1.88 -0.12
H -2.39 -2.48 0.11
O -0.44 -2.07 1.32
H -0.74 -1.14 1.45
H -2.83 0.31 -4.23
O 3.23 1.10 -3.60
H -2.00 0.00 -3.06
H 0.72 -0.99 4.39
O 0.87 -1.49 3.58
H 1.60 -2.63 -3.40
H 0.12 -1.04 3.11
O 2.04 2.15 0.54
H 0.01 2.47 0.78
H 1.84 1.22 0.75
O -3.92 0.50 -1.38
H -3.41 -0.29 -1.58
H -3.80 0.55 -0.43
O -0.97 0.32 2.34
H 1.40 -0.81 1.30
H -1.87 0.01 2.23
O -2.65 -0.43 -3.65
H 3.19 1.65 -2.83
H 2.25 2.48 1.42
O -0.75 -0.93 -1.61
H 0.04 -0.49 -1.28
H 2.93 0.21 -3.41
O 3.84 0.48 -1.05
H 3.23 1.02 -0.52
H 3.74 -0.32 -0.51
O -1.06 2.14 4.23
H -1.91 2.34 3.81
H -0.90 1.33 3.64
O -0.90 2.68 1.00
H -1.11 1.90 1.58
H -3.75 -2.25 -0.71
O 2.32 -0.60 1.52
H -1.10 -1.32 -0.79
H 2.51 -0.83 2.43
O 1.73 -1.68 -3.54
H 0.05 -2.57 1.96
H 0.80 -1.47 -3.68


## x
41
Properties=species:S:1:pos:R:3 method="wB97M-V/def2-TZVPD" e_lumo_ev=2.694 charge=-1 homo_lumo_gap_ev=9.08
O -2.84 1.87 -1.36
H -1.90 1.71 -1.33
O 2.28 -3.03 -3.44
H -0.05 2.49 2.34
H 2.12 1.22 4.14
O 1.08 1.86 -1.94
H 2.24 -0.20 3.63
H -3.24 2.09 0.73
O -3.72 2.31 1.54
H 0.06 -0.07 -1.32
H -3.48 1.58 2.13
O 0.42 -0.64 0.93
H -1.29 -0.70 0.79
H 2.61 -3.83 -3.02
O 0.83 -2.59 -0.62
H 1.12 -2.37 -1.51
H 0.56 -1.73 -0.11
O -0.02 1.56 2.54
H -1.67 -3.31 -0.08
H -0.72 1.02 2.16
O 2.39 0.34 4.41
H 1.45 1.46 -1.13
H 1.01 -0.64 1.69
O -1.94 4.58 -0.19
H -1.70 4.22 0.66
H 1.63 1.53 -2.65
O 4.09 -2.47 -1.38
H 3.81 -2.93 -0.61
H 3.35 -2.01 -1.75
O 2.26 0.99 0.35
H 1.39 0.44 0.61
H 2.07 1.89 0.60
O -2.13 -0.87 1.29
H -2.60 -1.53 0.77
H -3.38 1.13 -1.06
O -2.64 -3.25 -0.04
H -1.99 3.94 -0.90
H -2.91 -3.78 0.70
O -0.40 -0.35 -2.12
H 2.87 -2.29 -3.35
H -1.03 0.38 -2.08


w ends up most stable, edging out the next structure by 0.688 eV.


## w
18
Properties=species:S:1:pos:R:3 method="wB97M-V/def2-TZVPD" e_lumo_ev=0.711 homo_lumo_gap_ev=8.96
C 0.67 -1.76 -0.75
C -0.21 -2.66 -0.12
C 0.19 -0.52 -0.39
C -0.67 1.55 0.67
C -1.58 0.38 0.87
C 1.77 1.31 -0.61
N -1.14 -2.05 0.58
N -0.87 -0.74 0.42
N 0.44 0.80 -0.65
Br -3.28 0.64 -0.21
H 1.50 -1.99 -1.39
H -0.18 -3.73 -0.15
H -1.08 2.43 0.20
H 0.01 1.75 1.49
H -1.95 0.25 1.89
H 2.37 0.74 -1.31
H 1.76 2.35 -0.92
H 2.25 1.24 0.38


## x
18
Properties=species:S:1:pos:R:3 method="wB97M-V/def2-TZVPD" e_lumo_ev="0.216 / 0.143" homo_lumo_gap_ev="7.44 / 7.19"
C -1.31 0.92 1.28
C -1.87 0.14 2.32
C -0.67 -0.02 0.49
C 0.29 -1.02 -1.44
C -0.44 -2.40 0.48
C 1.37 0.97 -0.38
N -1.75 -1.18 2.03
N -1.07 -1.27 0.91
N 0.20 0.01 -0.57
Br 0.53 -3.39 1.68
H -1.15 2.00 1.15
H -2.65 0.28 3.09
H 1.22 -0.88 -2.03
H -0.58 -1.56 -1.63
H -1.02 -2.94 -0.16
H 1.08 1.94 -0.10
H 2.03 0.61 0.50
H 1.94 1.14 -1.24


w ends up most stable, edging out the next structure by 2.717 eV.


## w
27
Properties=species:S:1:pos:R:3 method="wB97M-V/def2-TZVPD" e_lumo_ev=-0.187 smiles="CC/C=C/c1ccc2ccccc2n1" homo_lumo_gap_ev=7.99
C -4.56 -0.34 0.89
C -4.10 -0.34 -0.52
C -2.72 0.21 -0.44
C -1.64 -0.48 -0.32
C -0.34 -0.03 -0.30
C -0.05 1.41 -0.08
C 1.29 1.76 -0.08
C 2.40 0.79 -0.07
C 3.76 1.06 0.06
C 4.74 0.08 -0.02
C 4.30 -1.31 0.05
C 2.93 -1.58 0.19
C 1.95 -0.65 -0.03
N 0.65 -0.99 -0.39
H -5.07 0.65 1.09
H -5.49 -1.13 1.06
H -3.72 -0.55 1.62
H -3.95 -1.29 -1.24
H -4.74 0.50 -1.11
H -2.68 1.25 -0.39
H -1.61 -1.60 -0.61
H -0.86 2.16 0.10
H 1.65 2.72 0.25
H 4.20 2.04 0.30
H 5.88 0.35 -0.15
H 5.23 -2.04 0.20
H 2.54 -2.64 -0.06


## x
27
Properties=species:S:1:pos:R:3 method="wB97M-V/def2-TZVPD" e_lumo_ev="-0.212 / -0.212" homo_lumo_gap_ev="7.90 / 7.90"
H -3.36 2.16 0.37
N -2.40 2.06 0.72
C -1.92 1.03 0.07
C -2.89 0.52 -0.96
C -3.26 -0.70 -0.62
C -2.70 -1.42 0.47
C -1.46 -1.05 0.92
C -0.79 0.09 0.31
C 0.55 0.06 -0.10
C 1.06 1.33 -0.65
C 2.41 1.83 -0.04
C 3.28 0.63 0.22
C 2.85 -0.58 0.46
C 1.48 -1.03 0.12
C 1.22 -2.31 -0.04
H -3.30 1.03 -1.78
H -4.02 -1.21 -1.14
H -3.22 -2.33 0.72
H -0.75 -1.74 1.45
H 0.35 2.03 -0.43
H 1.21 1.11 -1.66
H 2.36 2.33 0.94
H 2.87 2.52 -0.72
H 4.43 0.79 0.49
H 3.55 -1.41 0.79
H 0.29 -2.79 -0.11
H 2.14 -2.95 0.20


w ends up most stable, edging out the next structure by 0.980 eV.


## w
11
Properties=species:S:1:pos:R:3 method="wB97M-V/def2-TZVPD" e_lumo_ev=-0.324 homo_lumo_gap_ev=7.75
C 1.79 2.67 -0.14
C 1.10 1.84 0.34
C 0.15 -1.95 0.04
N -0.88 -1.18 -0.16
N -1.60 -0.57 0.69
I -3.33 0.28 -0.11
H 1.97 3.63 -0.52
H 0.94 0.92 0.83
H 0.42 -2.33 1.07
H 0.53 -2.33 -0.81
H -1.09 -0.98 -1.24


## x
11
Properties=species:S:1:pos:R:3 method="wB97M-V/def2-TZVPD" e_lumo_ev=-0.150 smiles="NN[C@@H]1C=C1I" homo_lumo_gap_ev=8.62
N -2.18 0.54 -0.35
N -0.93 -0.13 0.10
C 0.42 0.20 -0.48
C 1.79 -0.48 -0.55
C 1.58 0.31 0.48
I 1.93 2.01 1.63
H -2.11 1.43 -0.83
H -2.77 -0.10 -0.83
H -0.78 0.14 1.03
H 0.28 1.08 -1.14
H 2.46 -1.29 -0.83


x ends up most stable, edging out the next structure by 1.044 eV.